{
  "formula": "C20H15Br4F3N6O2PdS",
  "method": "ωB97M-V/def2-TZVPD",
  "elements": ["Pd", "Br", "C", "C", "Br", "C", "Br", "C", "O", "C", "O", "C", "Br", "S", "C", "N", "N", "C", "C", "C", "C", "C", "C", "N", "N", "C", "C", "C", "C", "C", "C", "H", "H", "H", "H", "H", "H", "H", "H", "H", "H", "H", "F", "C", "F", "F", "N", "N", "H", "H", "H", "H"],
  "xyz": [[-1.1718, 1.5996, -0.6311], [3.7854, 6.6673, -2.0613], [2.7715, 5.2969, -1.2803], [3.0661, 4.8829, 0.0709], [4.3954, 5.7675, 1.0537], [2.3724, 3.8572, 0.6447], [2.7108, 3.2615, 2.3940], [1.3236, 3.1851, -0.0551], [0.6789, 2.2623, 0.4586], [0.9801, 3.6419, -1.4291], [0.0847, 3.0758, -2.0522], [1.7660, 4.7063, -1.9884], [1.3577, 5.2069, -3.7514], [-3.1607, 0.5339, -1.1347], [-2.4988, -1.0880, -0.9633], [-3.3812, -2.0586, -1.1280], [-3.1009, -3.3338, -0.9066], [-2.3566, -3.9413, 0.1059], [-2.1358, -5.3185, 0.0276], [-1.4330, -5.9694, 1.0249], [-0.9554, -5.2665, 2.1214], [-1.1949, -3.9011, 2.2086], [-1.8845, -3.2353, 1.2127], [-1.1893, -1.3314, -0.8520], [-0.4153, -0.3235, -1.0172], [0.9499, -0.5858, -1.0443], [1.5328, -1.6642, -0.3703], [2.9028, -1.8436, -0.4248], [3.7060, -0.9704, -1.1469], [3.1264, 0.0765, -1.8543], [1.7576, 0.2582, -1.8151], [-3.6899, -3.9390, -1.4548], [-2.5118, -5.8729, -0.8251], [-1.2579, -7.0344, 0.9477], [-0.4124, -5.7756, 2.9066], [-0.8546, -3.3429, 3.0722], [-2.0863, -2.1799, 1.3139], [0.8979, -2.3334, 0.1964], [3.3616, -2.6680, 0.1060], [4.7788, -1.1105, -1.1717], [3.7454, 0.7420, -2.4433], [1.2757, 1.0105, -2.4217], [-1.2898, 4.2474, 0.3298], [-2.0913, 3.3111, -0.2726], [-3.1635, 3.2091, 0.5672], [-2.5637, 3.9043, -1.3887], [-1.5973, -0.0125, 2.6432], [-1.4544, 1.2123, 1.9261], [-1.9297, 0.1401, 3.5899], [-0.6962, -0.4683, 2.6877], [-0.5994, 1.7104, 2.1571], [-2.2511, 1.8020, 2.1175]],
  "mulliken_charge": [0.869, -0.098, 0.290, 0.313, -0.096, -0.462, -0.094, 0.742, -0.161, 0.699, -0.724, -0.435, -0.052, -0.369, 0.580, -0.924, 0.209, 0.663, -0.652, -0.450, -0.640, -0.563, -0.292, 0.022, -0.580, 0.397, -0.198, -0.644, -0.521, -0.747, -0.315, 0.230, 0.349, 0.363, 0.398, 0.374, 0.830, 0.449, 0.404, 0.399, 0.433, 0.614, -0.257, 0.153, -0.281, -0.283, -0.637, -0.143, 0.220, 0.189, 0.192, 0.237],
  "homo_ha": [-0.2513, -0.2492],
  "homo_lumo_gap_ev": [3.7, 3.5],
  "e_above_lowest_kj_mol": 0.0,
  "lumo_energy_ha": [-0.11669, -0.12155],
  "energy_ha": -12371.7125
}